No. 1
{
  "formula": "C4H11N3O2",
  "method": "ωB97M-V with the def2-TZVPD basis set",
  "symbols": ["C", "C", "N", "N", "N", "H", "H", "H", "H", "H", "H", "H", "H", "C", "C", "O", "O", "H", "H", "H"],
  "coordinates": [[1.2732, -0.6994, 2.1026], [-0.6574, -1.4927, 0.8782], [-1.2356, -0.4758, 0.3093], [0.8094, -1.7534, 1.1322], [-1.2953, -2.6463, 1.2023], [0.3766, 0.1267, -0.6997], [-2.1036, -0.1883, 0.2135], [1.2669, -1.5844, 0.2485], [-0.7601, -3.4511, 1.1280], [-2.2308, -2.5972, 1.4717], [1.8642, 0.1496, 1.6597], [1.8840, -1.3215, 2.8716], [0.4669, -0.3045, 2.5984], [0.1975, 2.9665, -2.2849], [-0.0734, 1.4040, -2.0149], [0.7556, 0.9414, -1.0769], [-0.8932, 0.8299, -2.6309], [1.0764, 3.3901, -1.9852], [-0.6989, 3.3083, -1.7360], [-0.0222, 3.3980, -3.3874]],
  "total_charge": 0,
  "energy_ev": -12889.9677,
  "homo_lumo_gap_ev": 10.17,
  "e_above_lowest_ev": 2.862,
  "homo_energy_ev": -9.33
}

No. 2
{
  "formula": "C15H15Cl2N3O2S2",
  "method": "ωB97M-V with the def2-TZVPD basis set",
  "symbols": ["C", "N", "S", "O", "O", "C", "C", "C", "C", "C", "C", "H", "H", "H", "N", "C", "N", "C", "C", "C", "C", "C", "C", "H", "Cl", "H", "Cl", "H", "H", "S", "H", "H", "C", "H", "H", "H", "H", "H", "H"],
  "coordinates": [[5.4646, 1.7120, -0.9953], [4.2828, 0.8817, -0.9089], [3.1211, 1.4737, 0.1643], [3.8031, 1.9205, 1.3414], [2.2222, 2.3887, -0.4873], [2.2282, -0.0327, 0.5400], [0.8790, -0.0919, 0.2751], [0.1632, -1.2543, 0.5727], [0.8361, -2.3308, 1.1472], [2.1942, -2.2469, 1.4048], [2.9055, -1.0973, 1.1029], [3.9605, -1.0054, 1.2985], [2.6965, -3.0912, 1.8507], [0.2992, -3.2315, 1.3921], [-1.2019, -1.2333, 0.3034], [-2.1177, -2.2323, 0.2574], [-3.4192, -1.8471, 0.0729], [-4.0188, -0.5983, 0.1894], [-5.1604, -0.3471, -0.5742], [-5.7953, 0.8776, -0.4773], [-5.3223, 1.8726, 0.3658], [-4.2042, 1.6007, 1.1381], [-3.5515, 0.3801, 1.0687], [-2.7235, 0.1873, 1.7315], [-3.6116, 2.8013, 2.2224], [-5.8191, 2.8259, 0.4292], [-7.1991, 1.1768, -1.4286], [-5.5440, -1.1048, -1.2388], [-4.0259, -2.6116, -0.1951], [-1.8090, -3.8506, 0.2966], [-1.5405, -0.3235, 0.0087], [0.4019, 0.7745, -0.1590], [3.6922, 0.5491, -2.1836], [4.4307, 0.0331, -2.7960], [3.3363, 1.4407, -2.7123], [2.8481, -0.1147, -2.0047], [5.7184, 2.0188, 0.0163], [6.2815, 1.1269, -1.4182], [5.2986, 2.6033, -1.6108]],
  "total_charge": 0,
  "energy_ev": -71079.1908,
  "homo_lumo_gap_ev": 8.73,
  "e_above_lowest_ev": 0.087,
  "homo_energy_ev": -8.76
}

No. 3
{
  "formula": "C24H33N4O3",
  "method": "ωB97M-V with the def2-TZVPD basis set",
  "symbols": ["C", "H", "O", "C", "C", "C", "C", "C", "C", "H", "H", "O", "C", "C", "C", "N", "C", "N", "H", "H", "N", "C", "C", "C", "C", "C", "C", "H", "H", "H", "H", "C", "H", "H", "C", "N", "C", "C", "C", "C", "C", "H", "H", "H", "H", "H", "H", "H", "H", "H", "H", "H", "H", "H", "H", "O", "H", "H", "H", "H", "H", "H", "H", "H"],
  "coordinates": [[-1.6263, -0.2404, -6.8632], [-1.5955, -1.2939, -7.1556], [-2.0976, -0.0843, -5.5437], [-1.4091, -0.6691, -4.5322], [-1.9606, -0.5289, -3.2555], [-1.3249, -1.0574, -2.1578], [-0.1170, -1.7410, -2.2964], [0.4141, -1.9161, -3.5622], [-0.2253, -1.3811, -4.6713], [0.2171, -1.5387, -5.6413], [1.3201, -2.4789, -3.7182], [0.4605, -2.1630, -1.1186], [1.7212, -2.7907, -1.1645], [2.3394, -2.7110, 0.2382], [2.8625, -1.2789, 0.5409], [1.8993, -0.2535, 0.2340], [0.8092, 0.0479, 0.9689], [0.5151, -0.3923, 2.1823], [1.1603, -0.9992, 2.6568], [-0.1804, 0.1943, 2.7356], [0.0237, 0.9169, 0.2999], [0.6090, 1.1664, -0.9350], [0.2089, 1.9440, -2.0069], [1.0297, 1.9582, -3.1202], [2.2156, 1.2331, -3.1583], [2.6236, 0.4566, -2.0880], [1.7983, 0.4244, -0.9782], [3.5483, -0.0961, -2.1301], [2.8324, 1.2752, -4.0415], [0.7434, 2.5476, -3.9760], [-0.7046, 2.5147, -1.9902], [-1.2869, 1.3554, 0.7317], [-1.9073, 0.4741, 0.9204], [-1.7246, 1.9133, -0.0952], [-1.2438, 2.2404, 1.9845], [-1.1062, 1.4444, 3.2045], [-2.3953, 0.9430, 3.6844], [-2.1862, -0.0408, 4.8309], [-1.4472, 0.6422, 5.9766], [-0.1452, 1.2385, 5.4528], [-0.4240, 2.1704, 4.2771], [0.5182, 2.5628, 3.8849], [-1.0325, 3.0194, 4.6193], [0.3588, 1.8005, 6.2389], [0.5218, 0.4357, 5.1309], [-1.2411, -0.0720, 6.7732], [-2.0709, 1.4360, 6.3913], [-3.1558, -0.4055, 5.1688], [-1.6083, -0.8965, 4.4752], [-2.9117, 0.4466, 2.8603], [-3.0254, 1.7772, 4.0269], [-2.1541, 2.8537, 2.0165], [-0.3904, 2.9185, 1.9037], [3.7505, -1.1093, -0.0713], [3.1580, -1.2029, 1.5931], [3.4021, -3.6200, 0.2696], [3.6975, -3.7774, 1.1731], [1.5533, -2.9788, 0.9603], [2.3897, -2.3050, -1.8823], [1.6247, -3.8487, -1.4370], [-1.7571, -0.9671, -1.1739], [-2.8966, -0.0034, -3.1569], [-2.3399, 0.2867, -7.4936], [-0.6340, 0.2038, -6.9899]],
  "total_charge": 1,
  "energy_ev": -37521.6910,
  "homo_lumo_gap_ev": 8.13,
  "e_above_lowest_ev": 0.274,
  "homo_energy_ev": -10.26
}

No. 4
{
  "formula": "C17H31CuN3P2",
  "method": "ωB97M-V with the def2-TZVPD basis set",
  "symbols": ["P", "P", "C", "C", "H", "H", "H", "H", "C", "H", "H", "H", "C", "H", "H", "H", "C", "H", "H", "H", "C", "H", "H", "H", "Cu", "C", "C", "C", "C", "C", "C", "C", "C", "C", "H", "H", "H", "H", "H", "H", "H", "H", "H", "H", "H", "H", "H", "H", "H", "N", "C", "N", "C", "N"],
  "coordinates": [[0.8108, -2.3438, -1.9262], [-0.1533, 2.6752, -1.5667], [0.4542, -0.7631, -2.8401], [0.5622, 0.6404, -2.3278], [-0.5731, -1.0268, -3.2009], [1.2473, -0.8879, -3.5995], [0.6854, 0.5990, -1.2393], [1.3814, 1.1931, -2.8020], [-1.2551, 3.6850, -2.6736], [-1.7728, 4.4282, -2.0448], [-1.9859, 2.9902, -3.1005], [-0.6520, 4.1766, -3.4461], [1.4048, 3.5388, -1.9961], [1.2634, 4.1394, -2.9036], [2.1974, 2.7970, -2.1391], [1.6600, 4.1745, -1.1326], [-0.3933, -3.4996, -2.6203], [-0.3062, -4.4476, -2.0741], [-0.2108, -3.6822, -3.6885], [-1.4076, -3.1028, -2.4999], [2.4199, -2.9485, -2.4389], [3.1859, -2.1725, -2.3096], [2.4120, -3.2618, -3.4969], [2.6753, -3.8200, -1.8189], [-0.5080, 0.1849, -4.5001], [0.0224, 1.6723, -5.6727], [-1.3734, 1.6104, -5.5220], [-2.2695, 0.8566, -6.4591], [-1.8274, -0.5928, -6.7772], [-1.0376, -1.2702, -5.7036], [0.3568, -1.3312, -5.6863], [1.2923, -0.4752, -6.4710], [0.8160, 0.9751, -6.7465], [0.4697, -1.9943, -0.2382], [0.5855, 2.4282, -5.1209], [-1.8660, 2.3833, -4.9441], [-2.4085, 1.3996, -7.4028], [-3.2603, 0.7943, -5.9947], [-2.7312, -1.1963, -6.9209], [-1.2577, -0.6153, -7.7095], [-1.5884, -1.9552, -5.0593], [0.8207, -2.2080, -5.2316], [1.5253, -0.9670, -7.4305], [2.2603, -0.4404, -5.9361], [1.7368, 1.5654, -6.8958], [0.2479, 0.9853, -7.6880], [1.1763, -1.2694, 0.1599], [0.5314, -2.9049, 0.3540], [-0.5306, -1.5717, -0.1444], [-2.2203, 0.2631, -0.0159], [-1.6501, 0.7241, 0.9150], [-1.0319, 1.3220, 1.8938], [-0.7062, 0.7373, 3.0135], [-0.3867, 0.2453, 4.0335]],
  "total_charge": 0,
  "spin_multiplicity": 2,
  "energy_ev": -85811.0246,
  "homo_lumo_gap_ev": [5.13, 6.58],
  "e_above_lowest_ev": 2.982,
  "homo_energy_ev": [-5.48, -6.99],
  "s_squared": 0.758
}

No. 5
{
  "formula": "C3H4N4O",
  "method": "ωB97M-V with the def2-TZVPD basis set",
  "symbols": ["C", "C", "C", "H", "H", "H", "H", "N", "N", "N", "N", "O"],
  "coordinates": [[-0.9755, -1.9445, 0.5479], [-0.0251, 0.3355, -0.2199], [0.5585, 0.7411, 0.9809], [-1.5689, -1.2688, 1.9089], [0.1270, -1.1926, -1.6805], [0.5294, 0.2890, 2.0126], [1.0485, 2.5778, 1.3944], [-0.3257, -0.9954, -0.5532], [0.9331, 1.9514, 0.6547], [0.4826, 2.2435, -0.5159], [-0.1894, 1.2371, -1.1498], [-0.4735, -3.2818, -0.0673]],
  "total_charge": 0,
  "energy_ev": -11174.0085,
  "homo_lumo_gap_ev": 7.69,
  "e_above_lowest_ev": 9.961,
  "homo_energy_ev": -8.89
}

No. 6
{
  "formula": "C3H3P",
  "method": "ωB97M-V with the def2-TZVPD basis set",
  "symbols": ["C", "C", "C", "P", "H", "H", "H"],
  "coordinates": [[1.5755, 3.0992, -3.5150], [0.8219, 1.2760, -2.3766], [-0.3983, 0.2638, -0.0107], [0.2773, 1.7635, -0.9017], [-0.3322, -0.5466, -0.6957], [-1.3830, 0.1493, 0.6052], [0.3906, 0.0962, 0.6487]],
  "total_charge": 0,
  "energy_ev": -12436.5868,
  "homo_lumo_gap_ev": [7.08, 7.58],
  "e_above_lowest_ev": 8.403,
  "homo_energy_ev": [-8.39, -9.49]
}

Copy entry 4 word for word.
{
  "formula": "C17H31CuN3P2",
  "method": "ωB97M-V with the def2-TZVPD basis set",
  "symbols": ["P", "P", "C", "C", "H", "H", "H", "H", "C", "H", "H", "H", "C", "H", "H", "H", "C", "H", "H", "H", "C", "H", "H", "H", "Cu", "C", "C", "C", "C", "C", "C", "C", "C", "C", "H", "H", "H", "H", "H", "H", "H", "H", "H", "H", "H", "H", "H", "H", "H", "N", "C", "N", "C", "N"],
  "coordinates": [[0.8108, -2.3438, -1.9262], [-0.1533, 2.6752, -1.5667], [0.4542, -0.7631, -2.8401], [0.5622, 0.6404, -2.3278], [-0.5731, -1.0268, -3.2009], [1.2473, -0.8879, -3.5995], [0.6854, 0.5990, -1.2393], [1.3814, 1.1931, -2.8020], [-1.2551, 3.6850, -2.6736], [-1.7728, 4.4282, -2.0448], [-1.9859, 2.9902, -3.1005], [-0.6520, 4.1766, -3.4461], [1.4048, 3.5388, -1.9961], [1.2634, 4.1394, -2.9036], [2.1974, 2.7970, -2.1391], [1.6600, 4.1745, -1.1326], [-0.3933, -3.4996, -2.6203], [-0.3062, -4.4476, -2.0741], [-0.2108, -3.6822, -3.6885], [-1.4076, -3.1028, -2.4999], [2.4199, -2.9485, -2.4389], [3.1859, -2.1725, -2.3096], [2.4120, -3.2618, -3.4969], [2.6753, -3.8200, -1.8189], [-0.5080, 0.1849, -4.5001], [0.0224, 1.6723, -5.6727], [-1.3734, 1.6104, -5.5220], [-2.2695, 0.8566, -6.4591], [-1.8274, -0.5928, -6.7772], [-1.0376, -1.2702, -5.7036], [0.3568, -1.3312, -5.6863], [1.2923, -0.4752, -6.4710], [0.8160, 0.9751, -6.7465], [0.4697, -1.9943, -0.2382], [0.5855, 2.4282, -5.1209], [-1.8660, 2.3833, -4.9441], [-2.4085, 1.3996, -7.4028], [-3.2603, 0.7943, -5.9947], [-2.7312, -1.1963, -6.9209], [-1.2577, -0.6153, -7.7095], [-1.5884, -1.9552, -5.0593], [0.8207, -2.2080, -5.2316], [1.5253, -0.9670, -7.4305], [2.2603, -0.4404, -5.9361], [1.7368, 1.5654, -6.8958], [0.2479, 0.9853, -7.6880], [1.1763, -1.2694, 0.1599], [0.5314, -2.9049, 0.3540], [-0.5306, -1.5717, -0.1444], [-2.2203, 0.2631, -0.0159], [-1.6501, 0.7241, 0.9150], [-1.0319, 1.3220, 1.8938], [-0.7062, 0.7373, 3.0135], [-0.3867, 0.2453, 4.0335]],
  "total_charge": 0,
  "spin_multiplicity": 2,
  "energy_ev": -85811.0246,
  "homo_lumo_gap_ev": [5.13, 6.58],
  "e_above_lowest_ev": 2.982,
  "homo_energy_ev": [-5.48, -6.99],
  "s_squared": 0.758
}